Entry 1:
Formula: C5H12N3S
Source: OMol25
Level of theory: the ωB97M-V functional and the def2-TZVPD basis

XYZ file:
```
21
Properties=species:S:1:pos:R:3
C 1.21704 -0.00650 0.41943
C 3.31385 -1.00603 0.51578
C 3.61329 0.32742 -0.21850
C -2.98087 0.13781 -1.01259
C -2.10285 0.87786 1.09633
N -1.02336 -0.91180 -0.17965
N 1.96328 -1.02459 0.76174
N -1.68260 0.26886 -0.19642
S 1.98964 1.25955 -0.32793
H 3.61628 -1.90440 0.00991
H 3.78638 -1.05833 1.47547
H 4.48636 0.83360 0.31816
H 3.83936 0.16405 -1.31733
H -3.58011 -0.65134 -0.52156
H -3.43579 1.06392 -1.02678
H -2.78214 -0.33514 -1.93334
H -1.21334 0.58335 1.78738
H -2.28011 1.88364 0.96032
H -3.01320 0.29884 1.47673
H 1.53955 -1.93463 1.11456
H -1.27870 1.10371 -0.66455
```

The total charge is +1. The frontier orbital gap (alpha / beta) comes out at 9.5 / 7.7 eV. As for the expectation value of S²: 2.014. Its LUMO energy (alpha / beta) is -2.76 / -4.86 eV. Its highest occupied orbital energy (alpha / beta) is -12.28 / -12.52 eV. As for the spin multiplicity: 3.

Entry 2:
Formula: C4H5FS2
Source: OMol25
Level of theory: the ωB97M-V functional and the def2-TZVPD basis

XYZ file:
```
12
Properties=species:S:1:pos:R:3
C 0.52970 -0.35305 0.32502
C -0.63593 0.18162 1.01986
C -2.06002 -0.10459 0.33854
C -1.47543 1.33152 0.34131
H 1.43774 -2.07987 -1.02426
H -0.39031 0.32937 2.01925
H -2.43060 -0.55143 -0.66532
H -2.84882 -0.32571 1.19936
H -1.99700 2.31048 0.66904
F -1.37272 1.43697 -1.16635
S 0.54028 -0.66932 -1.40455
S 1.98682 -0.51496 1.16397
```

The frontier orbital gap comes out at 7.6 eV. Its LUMO energy is -0.94 eV. Its highest occupied orbital energy is -8.58 eV.

Entry 3:
Formula: H12NiO6
Source: OMol25
Level of theory: the ωB97M-V functional and the def2-TZVPD basis

XYZ file:
```
19
Properties=species:S:1:pos:R:3
Ni 0.11468 0.18832 0.06847
O 2.04268 0.56032 0.42347
H 2.61768 0.93932 -0.26053
H 2.69668 0.01432 0.83247
O -0.65732 2.08232 -0.15853
H -0.27432 2.60932 -0.87853
H -1.57732 1.92032 -0.42453
O 0.30568 -1.93268 0.44047
H 0.48868 -2.40168 1.26247
H 0.64468 -2.52168 -0.24353
O -0.48932 0.23132 2.12747
H -0.64732 -0.48668 2.75647
H -1.27632 0.77332 2.30847
O -1.76032 -0.68968 -0.42853
H -2.64332 -0.59968 -0.81053
H -1.70732 -1.60768 -0.26553
O 0.55468 0.16632 -1.90053
H 1.45768 0.12632 -2.19353
H 0.10968 0.62832 -2.65553
```

The total charge is +2. The frontier orbital gap (alpha / beta) comes out at 12.9 / 12.2 eV. As for the expectation value of S²: 2.003. Its LUMO energy (alpha / beta) is -7.31 / -7.96 eV. Its highest occupied orbital energy (alpha / beta) is -20.18 / -20.21 eV. As for the spin multiplicity: 3.

Entry 4:
Formula: C24H38BGe2N4PtS2
Source: OMol25
Level of theory: the ωB97M-V functional and the def2-TZVPD basis

XYZ file:
```
72
Properties=species:S:1:pos:R:3
Pt -0.94293 -0.04548 -0.06273
C -3.94152 1.20493 -3.12204
N -4.33286 0.31172 -2.01991
C -5.27994 -0.64162 -2.10330
C -5.37637 -1.22292 -0.85070
N -4.50503 -0.60445 -0.03354
B -4.38189 -0.85157 1.52214
N -3.54737 -2.18340 1.83989
C -3.85511 -2.91990 2.91107
C -2.84542 -3.86346 3.10412
N -1.92811 -3.65793 2.15581
C -0.72730 -4.49577 1.97761
C -2.35489 -2.62863 1.34601
S -1.60382 -2.17211 -0.08937
C -3.85200 0.34551 -0.74785
S -2.65728 1.38712 -0.12506
H -4.37483 0.81312 -4.03665
H -2.85791 1.22039 -3.20011
H -4.32138 2.20571 -2.93155
H -5.83473 -0.83503 -3.00649
H -6.03107 -2.00924 -0.51360
H -5.47352 -1.01583 1.96840
H -3.77600 0.05294 2.01366
H -4.75349 -2.75284 3.48296
H -2.76183 -4.65166 3.83588
H -0.17948 -4.51251 2.91596
H -0.11279 -4.07323 1.18921
H -1.03809 -5.50048 1.70153
C 0.56164 2.56541 3.69050
C -0.33473 1.97321 2.58455
Ge 0.61622 0.44333 1.85778
C 0.66005 -1.13877 2.98397
C 2.01175 -1.17053 3.72266
C 2.27760 0.80371 0.96534
C 2.50291 0.95925 -0.35149
Ge 1.05794 0.64931 -1.60950
C 0.26184 2.26621 -2.36030
C 1.35153 3.26712 -2.77993
C 0.95037 -1.08078 -2.50452
C 1.82180 -1.21076 -3.76869
C 3.80741 1.35292 -0.92732
C 4.06208 1.13561 -2.28000
C 5.27905 1.48054 -2.84502
C 6.25662 2.06232 -2.05077
C 6.00836 2.31130 -0.70547
C 4.79244 1.96136 -0.14468
H 0.04276 3.39380 4.17219
H 1.49754 2.95325 3.28747
H 0.79456 1.83617 4.46787
H -0.53074 2.71559 1.80891
H -1.29535 1.63354 2.97489
H 0.53715 -2.03961 2.38087
H -0.18094 -1.07498 3.67811
H 2.84198 -1.31628 3.03226
H 2.02495 -1.99775 4.43190
H 2.19642 -0.25943 4.29298
H 3.11254 0.91070 1.65753
H -0.39012 2.71120 -1.60818
H -0.37211 1.96877 -3.19858
H 2.04169 3.49072 -1.96743
H 0.87009 4.19991 -3.07325
H 1.93022 2.90802 -3.62915
H -0.09876 -1.24739 -2.76615
H 1.23514 -1.83606 -1.76716
H 1.59625 -0.43850 -4.50451
H 1.62366 -2.17625 -4.23260
H 2.88384 -1.17688 -3.53429
H 3.30338 0.69098 -2.92379
H 5.46372 1.29790 -3.89466
H 7.20962 2.33501 -2.48346
H 6.76201 2.78914 -0.09477
H 4.60257 2.19426 0.89456
```

The total charge is +3. The frontier orbital gap (alpha / beta) comes out at 3.7 / 3.6 eV. Its LUMO energy (alpha / beta) is -12.28 / -12.28 eV. Its highest occupied orbital energy (alpha / beta) is -15.93 / -15.93 eV.

Entry 5:
Formula: C2H2I2S
Source: OMol25
Level of theory: the ωB97M-V functional and the def2-TZVPD basis

XYZ file:
```
7
Properties=species:S:1:pos:R:3
I 0.57518 -1.30430 -2.04974
C 0.62923 0.00274 -0.31345
S 0.75578 1.77936 -0.42005
C -0.53903 0.57935 0.26786
I -0.90556 0.31674 2.26267
H 1.22429 -0.67552 0.33034
H -1.38138 0.46674 -0.37338
```

The structure (SMILES) is I[C@H]1S[C@@H]1I. The frontier orbital gap comes out at 9.1 eV. Its LUMO energy is -0.32 eV. Its highest occupied orbital energy is -9.41 eV.

Entry 6:
Formula: C4H14N3
Source: OMol25
Level of theory: the ωB97M-V functional and the def2-TZVPD basis

XYZ file:
```
21
Properties=species:S:1:pos:R:3
C -1.56877 1.11142 0.19680
N -0.35800 0.30783 0.48135
C 0.75939 1.27058 0.86826
N 1.86359 0.36927 1.17805
N 0.10774 -0.67884 -0.38359
C 0.04854 -0.31123 -1.81239
C -0.46129 -1.96958 -0.04870
H -2.25615 0.37707 -0.41327
H -1.96465 1.34041 1.17179
H -1.63538 2.12416 -0.19139
H 0.98701 1.92911 0.01401
H 0.35908 1.75328 1.69626
H 2.92188 0.59175 1.18765
H 1.79388 -0.11172 2.16839
H 1.16266 -0.72502 -0.03935
H -0.92775 0.03934 -2.03354
H 0.63780 0.61660 -1.89409
H 0.37605 -1.26920 -2.21410
H -0.35078 -2.15079 1.09336
H -1.56184 -1.90930 -0.36093
H 0.06699 -2.70512 -0.66457
```

The total charge is +1. The structure (SMILES) is CN(CN)[NH+](C)C. The frontier orbital gap comes out at 11.1 eV. Its LUMO energy is -2.71 eV. Its highest occupied orbital energy is -13.77 eV.

Relative energy (zero: lowest compared OMol25 entry of this formula, charge and spin) readings, ordered: 3.3223, 3.6219, 0.6858, 0.0000, 0.1112, 3.6864 eV
Molecular weight readings, ordered: 146.24, 136.22, 166.78, 797.84, 311.91, 104.18 Da